1.
A molecular structure, C41H52F3NO7PSSiTeY, computed with ωB97M-V/def2-TZVPD.

```
109
Properties=species:S:1:pos:R:3
Y -0.405 0.619 0.268
F -3.941 3.323 -1.025
C -3.767 2.268 -0.206
F -3.183 1.299 -0.917
F -5.005 1.829 0.126
C -2.969 2.642 1.081
O -3.278 3.701 1.609
O -2.128 1.772 1.437
C 2.790 -1.769 -1.938
Si 2.747 0.087 -1.531
C 2.341 0.972 -3.146
C 4.524 0.542 -1.081
O 1.746 0.436 -0.334
H 3.240 -1.957 -2.916
H 1.763 -2.150 -1.970
H 3.403 -2.313 -1.205
H 2.905 0.542 -3.979
H 2.587 2.034 -3.084
H 1.276 0.868 -3.369
H 5.228 0.260 -1.872
H 4.829 0.047 -0.154
H 4.611 1.617 -0.904
C 0.257 7.145 3.555
C 0.363 6.329 2.295
C -0.776 5.998 1.565
C -0.693 5.174 0.455
C 0.547 4.690 0.070
C 1.692 4.992 0.787
C 1.595 5.822 1.893
S 0.661 3.465 -1.217
C 0.276 4.511 -2.623
O -0.583 2.619 -1.090
H -0.706 7.651 3.619
H 1.048 7.894 3.612
H 0.355 6.496 4.429
H -1.750 6.336 1.899
H -1.594 4.851 -0.052
H 2.633 4.515 0.542
H 2.481 6.012 2.488
H -0.705 4.956 -2.468
H 0.269 3.863 -3.499
H 1.047 5.275 -2.715
C -0.777 -0.666 -1.656
C -1.024 -1.388 -2.624
C -1.331 -2.391 -3.592
C -0.950 -2.171 -4.961
C -0.044 -1.129 -5.293
C 0.343 -0.870 -6.592
C -0.153 -1.619 -7.660
C -1.072 -2.623 -7.369
C -1.464 -2.893 -6.069
C -1.903 -3.611 -3.079
C -1.793 -4.879 -3.709
C -2.277 -6.038 -3.126
C -2.910 -6.023 -1.886
C -3.032 -4.790 -1.242
C -2.547 -3.630 -1.811
H 0.350 -0.531 -4.482
H 1.050 -0.067 -6.778
H 0.152 -1.416 -8.679
H -1.508 -3.203 -8.177
H -2.221 -3.648 -5.905
H -1.263 -4.959 -4.648
H -2.142 -6.980 -3.650
H -3.292 -6.933 -1.439
H -3.514 -4.731 -0.271
H -2.639 -2.691 -1.276
C 0.901 -1.212 4.990
C 1.896 -0.226 4.411
O 1.333 0.359 3.238
P 1.564 1.933 2.908
O 0.733 2.159 1.684
Te 3.854 2.496 2.955
O 0.884 2.666 4.172
C -0.544 2.516 4.330
C -1.194 3.878 4.298
H 1.336 -1.711 5.860
H 0.604 -1.966 4.260
H -0.009 -0.697 5.298
H 2.838 -0.710 4.134
H 2.136 0.553 5.139
H -0.704 2.012 5.288
H -0.953 1.898 3.530
H -0.735 4.540 5.036
H -2.261 3.786 4.510
H -1.099 4.312 3.301
C 2.134 -2.438 1.358
N 1.468 -3.470 0.519
C 1.646 -4.812 1.105
C -0.005 -3.188 0.200
C -0.841 -2.795 1.389
C -1.404 -3.817 2.160
C -2.206 -3.517 3.250
C -2.461 -2.182 3.538
C -1.915 -1.180 2.746
C -1.081 -1.424 1.637
H 3.178 -2.725 1.481
H 1.630 -2.394 2.317
H 2.076 -1.467 0.865
H 1.929 -3.438 -0.394
H 1.119 -4.834 2.057
H 2.706 -5.001 1.261
H 1.222 -5.555 0.433
H -0.362 -4.102 -0.278
H -0.011 -2.385 -0.543
H -1.244 -4.856 1.881
H -2.648 -4.309 3.844
H -3.105 -1.925 4.374
H -2.174 -0.153 2.991
```

Calculated values
* HOMO-LUMO gap: 3.88 eV
* highest occupied orbital energy: -0.181 eV
* DFT total energy: -103682.0443 eV
* LUMO level: 3.70 eV
* energy relative to the best compared isomer or geometry (same formula, charge and spin): 45.50 kJ/mol
* strongest force on any atom: 0.67 eV Å⁻¹
* charge: -2
* molecular weight: 1035.5 g/mol

2.
11 unconnected molecules or ions with the total composition C11H44O11 at a distorted geometry, computed with ωB97M-V/def2-TZVPD.

```
66
Properties=species:S:1:pos:R:3
C 0.276 -0.685 -3.992
O 0.792 0.610 -4.014
H -0.757 -0.711 -4.338
H 0.914 -1.353 -4.571
H 0.256 -1.042 -2.962
H 0.090 1.266 -4.006
C 0.295 0.700 0.058
O 0.912 -0.301 0.841
H -0.609 1.138 0.481
H 0.994 1.530 -0.048
H 0.095 0.339 -0.951
H 0.204 -0.873 1.146
C -4.520 0.988 0.025
O -3.219 1.480 -0.276
H -4.861 1.652 0.819
H -5.208 1.067 -0.817
H -4.534 0.014 0.516
H -2.999 2.131 0.395
C -3.019 -1.497 -2.177
O -3.686 -0.305 -2.478
H -3.389 -1.829 -1.206
H -3.382 -2.223 -2.904
H -1.937 -1.414 -2.282
H -3.309 0.322 -1.856
C 0.933 -2.540 5.018
O 0.155 -1.318 4.960
H 0.682 -3.240 4.221
H 2.001 -2.335 4.952
H 0.756 -3.056 5.962
H 0.245 -0.900 4.100
C 1.086 2.138 3.374
O 0.966 0.728 3.361
H 0.155 2.659 3.148
H 1.594 2.429 4.293
H 1.693 2.462 2.528
H 0.935 0.482 2.434
C -1.965 -1.529 2.444
O -0.880 -2.165 1.795
H -2.016 -1.667 3.524
H -1.948 -0.468 2.192
H -2.872 -1.979 2.040
H -0.983 -3.092 2.022
C 3.471 -1.299 -1.022
O 4.506 -2.228 -0.714
H 2.541 -1.708 -0.626
H 3.604 -0.347 -0.509
H 3.361 -1.089 -2.086
H 4.287 -2.783 0.038
C 1.538 4.062 -2.177
O 2.370 5.193 -2.334
H 0.553 4.350 -1.810
H 1.396 3.563 -3.136
H 1.875 3.312 -1.462
H 2.070 5.717 -3.080
C -1.941 2.419 -3.341
O -0.808 2.943 -3.979
H -2.717 3.184 -3.375
H -2.207 1.515 -3.887
H -1.597 2.161 -2.339
H -1.109 3.543 -4.666
C 2.827 -3.203 2.130
O 4.024 -3.757 1.593
H 2.324 -2.666 1.327
H 2.146 -3.933 2.568
H 3.079 -2.373 2.790
H 4.466 -4.190 2.327
```

Calculated values
* HOMO-LUMO gap: 9.49 eV
* highest occupied orbital energy: -9.354 eV
* DFT total energy: -34637.5226 eV
* LUMO level: 0.14 eV
* energy relative to the best compared isomer or geometry (same formula, charge and spin): 277.66 kJ/mol
* strongest force on any atom: 1.99 eV Å⁻¹
* structure (SMILES): CO.CO.CO.CO.CO.CO.CO.CO.CO.CO.CO
* molecular weight: 352.5 g/mol